(1)
# C38H52N2O2P2Ti

C38H52N2O2P2Ti as an isolated structure in a non-equilibrium geometry (the ωB97M-V functional and the def2-TZVPD basis, OMol25).

Cartesian coordinates (Å):
Ti1 -0.011 -1.066 0.519
C1 -0.781 -3.155 1.103
C2 0.560 -3.307 0.576
C3 0.671 -1.968 2.490
C4 -0.701 -2.376 2.302
C5 1.451 -2.509 1.405
C6 -2.041 -3.834 0.676
H1 -1.931 -4.357 -0.276
H2 -2.850 -3.096 0.568
H3 -2.377 -4.565 1.427
C7 -1.819 -2.227 3.262
H4 -2.761 -2.519 2.783
H5 -1.903 -1.186 3.586
H6 -1.672 -2.843 4.162
C8 1.231 -1.266 3.669
H7 1.707 -1.968 4.370
H8 0.440 -0.730 4.203
H9 1.982 -0.533 3.352
C9 2.936 -2.424 1.308
H10 3.414 -3.107 2.024
H11 3.281 -1.410 1.543
H12 3.297 -2.685 0.311
C10 1.004 -4.338 -0.397
H13 1.104 -5.316 0.103
H14 1.984 -4.093 -0.813
H15 0.294 -4.469 -1.220
C11 -1.396 0.162 -4.923
C12 -1.665 -1.151 -5.050
C13 -0.996 -2.100 -6.001
C14 0.496 -1.812 -6.309
C15 1.310 -1.341 -5.147
C16 1.614 -0.055 -4.885
C17 0.926 1.147 -5.466
C18 -0.559 0.966 -5.865
H16 -1.526 -2.132 -6.968
H17 0.559 -1.103 -7.147
H18 -1.083 -3.121 -5.596
H19 -0.617 0.557 -6.886
H20 -1.932 0.755 -4.177
H21 -2.561 -1.553 -4.558
H22 -0.999 1.978 -5.920
H23 1.001 1.968 -4.734
H24 2.514 0.186 -4.309
H25 1.463 1.514 -6.357
H26 0.939 -2.754 -6.678
H27 1.780 -2.149 -4.580
P1 -1.485 -0.921 -1.458
C19 -2.909 0.157 -1.728
C20 -1.763 -2.540 -2.235
P2 1.588 -0.571 -1.372
C21 0.016 -0.290 -2.347
C22 2.589 -1.847 -2.198
C23 2.588 0.920 -1.571
H28 -2.678 1.157 -1.330
H29 -3.752 -0.264 -1.151
H30 -3.217 0.236 -2.780
H31 -1.510 -2.526 -3.299
H32 -2.818 -2.813 -2.109
H33 -1.136 -3.305 -1.770
H34 2.893 1.085 -2.611
H35 3.487 0.797 -0.948
H36 2.023 1.788 -1.213
H37 -0.087 0.781 -2.566
H38 0.077 -0.839 -3.287
H39 3.389 -2.173 -1.515
H40 3.069 -1.464 -3.110
H41 1.985 -2.725 -2.462
O1 -0.094 2.024 -0.434
C24 -0.227 2.009 0.794
N1 -0.354 3.127 1.599
C25 -0.403 2.799 2.997
C26 -0.693 1.298 2.860
O2 -1.235 0.657 3.762
N2 -0.344 0.871 1.599
C27 0.970 2.944 3.652
C28 1.189 2.277 4.861
C29 2.431 2.361 5.497
C30 3.440 3.164 4.950
C31 3.217 3.834 3.742
C32 1.989 3.708 3.080
C33 -1.533 3.502 3.727
C34 -1.360 4.239 4.908
C35 -2.476 4.807 5.538
C36 -3.746 4.689 4.967
C37 -3.909 3.992 3.757
C38 -2.793 3.411 3.139
H42 -0.231 4.056 1.212
H43 0.378 1.690 5.299
H44 2.583 1.795 6.415
H45 4.396 3.257 5.463
H46 3.995 4.461 3.297
H47 1.820 4.212 2.121
H48 -0.371 4.345 5.347
H49 -2.342 5.336 6.485
H50 -4.612 5.140 5.450
H51 -4.893 3.879 3.295
H52 -2.918 2.861 2.203

Atoms 1-3, force components in eV/Å:
Ti -0.33 3.54 1.18
C 1.07 -0.01 0.19
C -0.24 0.41 1.47

Properties
ΔE to the lowest compared entry with this formula, charge and spin   22.6 kJ/mol
Total charge   +2
Lowest unoccupied orbital energy   -0.2794 Eh
DFT total energy   -3270.87035 Eh
HOMO   -13.054 eV
Frontier orbital gap   0.20031 Eh
Max |F|   3.748 eV Å⁻¹

Here are the Mulliken charges for atoms 1 to 6, given in e: Ti -1.089; C 0.892; C 1.264; C 0.401; C 0.922; C 0.131

(2)
# C30H83N5O14

A 9-piece molecular cluster, C30H83N5O14 overall in a non-equilibrium geometry (the ωB97M-V functional and the def2-TZVPD basis, OMol25).

Cartesian coordinates (Å):
C1 5.718 -0.050 2.395
O1 4.402 -0.661 2.418
C2 3.446 0.315 2.878
C3 2.047 -0.250 2.489
N1 1.725 -1.496 3.254
C4 1.733 -1.429 4.691
C5 0.923 -2.567 5.392
O2 0.894 -2.277 6.804
C6 0.613 -3.290 7.696
H1 5.814 0.529 3.313
H2 5.895 0.665 1.592
H3 6.377 -0.918 2.414
H4 3.592 1.282 2.397
H5 3.598 0.503 3.940
H6 1.942 -0.397 1.414
H7 1.341 0.488 2.868
H8 2.487 -2.121 3.035
H9 1.164 -0.557 5.011
H10 2.715 -1.306 5.148
H11 1.344 -3.562 5.244
H12 -0.081 -2.565 4.968
H13 1.367 -4.076 7.642
H14 -0.298 -3.843 7.468
H15 0.794 -2.934 8.711
C7 -0.823 4.641 -5.105
O3 -0.794 4.336 -3.705
C8 0.310 4.931 -3.010
C9 -0.057 4.991 -1.510
N2 -1.249 5.862 -1.378
C10 -1.780 6.079 -0.066
C11 -3.042 5.261 0.264
O4 -3.905 5.033 -0.808
C12 -4.591 6.221 -1.210
H16 0.023 4.177 -5.612
H17 -0.744 5.722 -5.221
H18 -1.719 4.206 -5.547
H19 0.461 5.946 -3.378
H20 1.226 4.409 -3.287
H21 0.781 5.341 -0.906
H22 -0.228 4.002 -1.085
H23 -1.868 5.303 -1.949
H24 -2.014 7.137 0.059
H25 -1.012 5.903 0.688
H26 -3.521 5.689 1.144
H27 -2.616 4.326 0.628
H28 -3.972 7.118 -1.230
H29 -5.481 6.427 -0.616
H30 -5.045 5.901 -2.148
C13 -1.595 1.130 2.891
O5 -2.442 0.006 3.088
C14 -3.682 0.093 2.401
C15 -4.276 -1.270 2.075
N3 -4.225 -2.209 3.196
C16 -5.002 -3.441 2.898
C17 -4.896 -4.435 4.064
O6 -3.545 -4.944 3.973
C18 -3.132 -5.497 5.132
H31 -0.744 1.237 3.563
H32 -2.150 2.069 2.888
H33 -1.214 1.084 1.871
H34 -3.433 0.563 1.450
H35 -4.357 0.714 2.990
H36 -3.751 -1.737 1.241
H37 -5.281 -1.226 1.656
H38 -3.301 -2.364 3.573
H39 -4.499 -3.946 2.073
H40 -6.058 -3.329 2.650
H41 -5.638 -5.216 3.896
H42 -5.138 -3.965 5.017
H43 -3.902 -6.069 5.651
H44 -2.830 -4.667 5.771
H45 -2.270 -6.138 4.947
C19 2.555 1.703 -2.221
O7 2.215 0.318 -2.049
C20 3.232 -0.334 -1.365
C21 2.773 -1.736 -1.005
N4 3.657 -2.354 0.032
C22 3.186 -3.682 0.424
C23 4.054 -4.207 1.574
O8 3.663 -3.482 2.728
C24 4.604 -3.776 3.767
H46 3.611 1.957 -2.318
H47 2.112 2.350 -1.464
H48 2.055 1.948 -3.157
H49 3.648 0.229 -0.530
H50 4.000 -0.559 -2.106
H51 2.811 -2.383 -1.881
H52 1.728 -1.741 -0.696
H53 3.781 -1.731 0.817
H54 3.227 -4.390 -0.405
H55 2.202 -3.556 0.874
H56 5.129 -4.167 1.401
H57 3.925 -5.277 1.739
H58 4.299 -3.278 4.688
H59 5.610 -3.405 3.574
H60 4.766 -4.824 4.019
C25 -0.302 2.899 -8.834
O9 0.058 1.582 -8.421
C26 -0.930 1.040 -7.570
C27 -0.667 -0.407 -7.141
N5 -1.447 -0.815 -5.941
C28 -0.939 -0.403 -4.625
C29 0.167 -1.299 -3.932
O10 -0.238 -2.709 -3.945
C30 0.761 -3.651 -3.483
H61 -0.446 3.621 -8.030
H62 -1.137 2.892 -9.535
H63 0.536 3.273 -9.423
H64 -1.866 1.040 -8.129
H65 -1.070 1.697 -6.711
H66 0.406 -0.537 -6.999
H67 -0.878 -1.054 -7.992
H68 -2.378 -0.459 -6.101
H69 -1.767 -0.394 -3.916
H70 -0.658 0.647 -4.703
H71 0.391 -0.844 -2.967
H72 1.011 -1.207 -4.615
H73 1.636 -3.815 -4.112
H74 0.226 -4.594 -3.371
H75 1.163 -3.343 -2.518
O11 -0.899 -2.123 -0.228
H76 -0.642 -1.230 -0.458
H77 -1.116 -2.077 0.704
O12 1.116 2.314 1.180
H78 0.804 2.976 1.797
H79 1.928 2.679 0.827
O13 -2.724 1.341 -1.015
H80 -1.797 1.211 -0.817
H81 -3.037 0.476 -1.278
O14 0.122 0.715 -0.456
H82 0.898 0.648 -1.012
H83 0.338 1.399 0.177

Atoms 1-3, force components in eV/Å:
C -0.97 -0.99 0.94
O 0.60 1.91 -0.05
C -0.59 -1.16 -1.25

Properties
ΔE to the lowest compared entry with this formula, charge and spin   371.8 kJ/mol
Lowest unoccupied orbital energy   -0.0087 Eh
DFT total energy   -2519.62214 Eh
HOMO   -8.036 eV
Frontier orbital gap   0.28663 Eh
SMILES   COCCNCCOC.COCCNCCOC.COCCNCCOC.COCCNCCOC.COCCNCCOC.O.O.O.O
Max |F|   3.057 eV Å⁻¹

Here are the Mulliken charges for atoms 1 to 6, given in e: C -0.979; O 0.039; C -0.985; C 1.228; N 0.314; C -0.626

(3)
# C4H5NO

One molecule with the formula C4H5NO in a non-equilibrium geometry (the ωB97M-V functional and the def2-TZVPD basis, OMol25).

Cartesian coordinates (Å):
C1 -1.752 0.103 0.049
C2 -0.299 -0.351 0.101
C3 0.707 0.565 -0.199
C4 1.944 -0.081 -0.062
N1 2.139 -1.278 0.270
O1 0.071 -1.529 0.420
H1 -2.200 0.111 1.048
H2 -1.800 1.123 -0.348
H3 -2.365 -0.541 -0.587
H4 0.583 1.592 -0.485
H5 2.972 0.285 -0.205

Atoms 1-3, force components in eV/Å:
C 0.08 -0.14 0.02
C 0.53 0.08 -0.02
C 0.02 0.19 -0.06

Properties
ΔE to the lowest compared entry with this formula, charge and spin   308.3 kJ/mol
Lowest unoccupied orbital energy (spin up / spin down)   -0.0361 / -0.0362 Eh
DFT total energy   -285.29715 Eh
HOMO (spin up / spin down)   -8.960 / -8.959 eV
Frontier orbital gap (spin up / spin down)   0.29320 / 0.29309 Eh
Max |F|   2.772 eV Å⁻¹

Here are the Mulliken charges for atoms 1 to 6, given in e: C -0.999; C 0.947; C -0.763; C 0.091; N -0.247; O -0.576